# 1
{"formula": "C10H24O10P2STi", "method": "wB97M-V/def2-TZVPD", "symbols": ["Ti", "S", "P", "P", "O", "O", "O", "O", "O", "O", "O", "O", "O", "O", "C", "C", "C", "C", "C", "C", "C", "C", "C", "C", "H", "H", "H", "H", "H", "H", "H", "H", "H", "H", "H", "H", "H", "H", "H", "H", "H", "H", "H", "H", "H", "H", "H", "H"], "xyz": [[-5.383, 4.730, 14.024], [-3.252, 2.661, 12.987], [-6.207, 3.247, 15.997], [-4.055, 4.963, 16.876], [-4.706, 6.178, 17.534], [-2.644, 4.751, 17.474], [-7.751, 5.963, 12.186], [-5.585, 2.847, 14.667], [-5.908, 6.589, 13.440], [-3.962, 2.326, 16.921], [-7.310, 2.270, 16.487], [-4.108, 3.996, 12.727], [-6.603, 4.676, 15.695], [-4.046, 5.285, 15.425], [-5.810, 2.156, 10.590], [-0.712, 2.150, 13.330], [-5.458, 3.125, 18.714], [-1.656, 3.343, 13.267], [-3.266, 1.870, 11.375], [-4.624, 1.238, 10.893], [-6.685, 5.779, 12.860], [-0.994, 1.068, 14.445], [-8.484, 7.298, 12.204], [-4.886, 3.343, 17.325], [-6.186, 3.798, 19.099], [-5.300, 6.698, 16.945], [0.266, 2.529, 13.533], [-3.566, 1.995, 17.768], [-0.932, 1.490, 15.431], [-2.915, 2.594, 10.641], [-0.182, 0.315, 14.383], [-1.751, 3.796, 14.256], [-6.014, 2.156, 18.615], [-0.718, 1.635, 12.308], [-1.422, 4.121, 12.506], [-8.025, 1.899, 15.911], [-5.012, 0.427, 11.530], [-9.492, 6.915, 12.223], [-8.078, 7.873, 11.367], [-6.259, 2.467, 11.545], [-6.538, 1.507, 10.089], [-5.529, 3.044, 10.012], [-1.939, 0.520, 14.257], [-2.142, 5.411, 17.924], [-2.629, 0.976, 11.355], [-4.552, 3.002, 19.345], [-8.359, 7.756, 13.192], [-4.433, 0.749, 9.943]], "lowdin_charge": [1.22, 1.09, 0.42, 0.49, -0.03, -0.01, 0.00, -0.34, -0.01, -0.05, -0.03, -0.55, -0.31, -0.30, -0.10, -0.27, -0.02, -0.33, -0.29, -0.26, -0.39, -0.08, 0.09, -0.54, 0.09, 0.14, 0.11, 0.14, 0.07, 0.11, 0.09, 0.10, 0.11, 0.12, 0.13, 0.16, 0.12, 0.10, 0.12, 0.06, 0.09, 0.09, 0.07, 0.12, 0.11, 0.12, 0.10, 0.12], "homo_ev": -16.5, "lumo_ev": -7.5, "total_charge": 2}



# 2
{"formula": "C10H24O11P2Tb", "method": "wB97M-V/def2-TZVPD", "symbols": ["Tb", "P", "P", "O", "O", "O", "O", "O", "O", "O", "O", "O", "O", "O", "C", "C", "C", "C", "C", "C", "C", "C", "C", "C", "H", "H", "H", "H", "H", "H", "H", "H", "H", "H", "H", "H", "H", "H", "H", "H", "H", "H", "H", "H", "H", "H", "H", "H"], "xyz": [[-5.931, 1.707, 1.707], [-0.377, 2.024, 2.095], [0.432, -0.281, 3.385], [-4.002, 1.050, 0.882], [-1.980, -0.682, -1.362], [-0.706, -1.589, 3.207], [0.076, 2.983, -0.217], [0.627, 0.604, 1.858], [0.932, 0.994, -1.945], [0.821, -3.072, -1.077], [1.938, -0.983, 3.907], [-0.033, 2.541, 3.584], [-0.007, 3.352, 1.030], [-2.052, 1.550, 2.132], [-1.242, -1.864, -1.833], [-2.941, -1.059, -0.273], [1.409, 3.227, -0.788], [-2.748, 1.842, 0.869], [-0.551, -2.754, -0.637], [2.008, 1.719, -1.193], [3.437, 1.782, -1.996], [3.081, -2.738, -0.046], [-4.081, 0.136, -0.268], [1.766, -1.984, -0.753], [1.323, -1.133, -0.084], [-2.139, 1.607, -0.102], [2.201, 1.155, -0.171], [2.137, 3.842, -0.110], [-3.374, -2.140, -0.398], [-0.186, -2.451, 3.063], [3.614, 0.714, -2.473], [-0.499, -2.226, 0.407], [1.225, 3.794, -1.823], [-1.919, -2.504, -2.545], [3.482, 2.634, -2.814], [-2.311, -0.992, 0.725], [2.123, -1.464, -1.761], [-0.349, -1.448, -2.506], [2.612, -3.673, 0.524], [3.688, -2.031, 0.662], [3.707, -3.176, -0.938], [-1.175, -3.758, -0.484], [4.287, 1.905, -1.167], [-4.111, 0.740, -1.294], [2.514, -1.032, 3.080], [-2.953, 3.014, 0.867], [-5.131, -0.422, -0.175], [1.355, 0.541, -2.750]], "lowdin_spin": [4.87, 0.00, 0.41, 0.08, 0.00, 0.14, 0.00, 0.09, 0.00, 0.00, 0.12, 0.22, 0.00, 0.00, 0.00, 0.00, 0.00, 0.01, 0.00, 0.00, 0.00, 0.00, 0.02, 0.00, 0.00, 0.00, 0.00, 0.00, 0.00, 0.01, 0.00, 0.00, 0.00, 0.00, 0.00, 0.00, 0.00, 0.00, 0.00, 0.00, 0.00, 0.00, 0.00, 0.00, 0.00, 0.00, 0.01, 0.00], "homo_ev": [-16.6, -16.6], "spin_multiplicity": 7, "lumo_ev": [-10.6, -13.0], "total_charge": 3}



# 3
{"formula": "C10H25BeBr4Cl3F3KN3O6S", "method": "wB97M-V/def2-TZVPD", "symbols": ["Br", "Br", "Br", "Br", "K", "Cl", "Cl", "Cl", "S", "F", "F", "F", "O", "O", "O", "O", "O", "O", "N", "N", "N", "C", "C", "C", "C", "C", "C", "C", "C", "C", "C", "Be", "H", "H", "H", "H", "H", "H", "H", "H", "H", "H", "H", "H", "H", "H", "H", "H", "H", "H", "H", "H", "H", "H", "H", "H", "H"], "xyz": [[4.512, -0.245, -2.548], [0.795, -6.057, 2.038], [2.290, -3.657, 0.613], [3.938, -5.718, 2.406], [-4.141, 2.703, 5.764], [-2.515, 1.222, 4.951], [-4.817, 0.176, 2.653], [-1.980, 2.932, -2.149], [2.387, -0.881, -0.229], [0.013, 1.736, -3.201], [5.994, -0.300, -1.604], [3.851, -0.967, 0.224], [1.606, -1.348, 0.868], [2.167, 1.350, -3.412], [-5.070, -4.195, 1.505], [-4.619, -2.404, 0.399], [-1.315, -0.063, 0.768], [2.211, -1.648, -1.422], [2.119, 0.688, -0.512], [-5.365, -3.296, 0.752], [2.058, -1.093, -4.599], [2.554, 2.857, 0.650], [1.153, 1.321, -2.768], [1.955, 1.448, 0.763], [-4.345, 1.852, 2.952], [0.929, 0.856, -1.374], [3.857, 2.818, -0.141], [-2.882, 1.965, 3.341], [-6.750, -3.265, 0.205], [1.559, 3.901, 0.125], [2.440, -5.495, 1.225], [-0.278, -2.832, -4.885], [-4.515, 2.411, 2.033], [2.315, -1.151, -3.606], [2.827, 3.134, 1.669], [0.912, 1.456, 1.070], [0.295, -0.028, -1.422], [2.087, -0.110, -4.894], [1.618, 4.826, 0.692], [-2.233, 1.473, 2.618], [-5.018, 2.252, 3.712], [-2.596, 3.019, 3.398], [-7.292, -4.114, 0.605], [2.501, 0.934, 1.551], [0.531, 3.554, 0.222], [1.713, 4.151, -0.923], [4.487, 2.006, 0.222], [-2.161, -0.508, 0.902], [0.301, 1.625, -0.920], [-6.673, -3.319, -0.876], [-0.667, -0.778, 0.826], [4.397, 3.755, -0.038], [1.048, -1.497, -4.729], [2.610, -6.139, 0.375], [-7.201, -2.327, 0.513], [3.692, 2.651, -1.203], [2.713, -1.640, -5.156]], "lowdin_charge": [0.93, 0.58, 0.81, 0.58, 0.85, 0.50, 0.64, -0.57, 0.42, 0.02, -0.60, -0.14, -0.43, 0.04, 0.08, 0.03, -0.06, -0.41, -0.19, -0.46, 0.21, -0.39, -0.50, -0.16, -0.67, -0.10, -0.07, -0.58, 0.05, -0.05, -1.60, 0.49, 0.10, 0.02, 0.13, 0.12, 0.14, 0.12, 0.08, 0.07, 0.00, 0.09, 0.10, 0.12, 0.06, 0.08, 0.08, 0.03, 0.09, 0.10, 0.02, 0.09, -0.14, -0.03, 0.10, 0.06, 0.13], "homo_ev": -8.3, "lumo_ev": -3.5, "total_charge": 1}



# 4
{"formula": "C10H25Cl2CrN3O2Se2", "method": "wB97M-V/def2-TZVPD", "symbols": ["Se", "Se", "Cr", "Cl", "Cl", "O", "O", "N", "N", "N", "C", "C", "C", "C", "C", "C", "C", "C", "C", "C", "H", "H", "H", "H", "H", "H", "H", "H", "H", "H", "H", "H", "H", "H", "H", "H", "H", "H", "H", "H", "H", "H", "H", "H", "H"], "xyz": [[0.184, -1.034, -1.741], [0.120, 1.565, 0.805], [0.084, -0.836, 0.669], [2.928, 0.032, 3.445], [2.749, -0.980, 0.663], [-1.083, 3.288, -3.505], [2.594, 2.973, -1.587], [-0.158, -0.751, 2.844], [0.103, -3.023, 0.623], [-1.957, -1.138, 0.780], [-1.551, -1.099, 3.215], [-2.286, -2.534, 0.394], [0.514, 1.945, -2.169], [-0.159, 0.667, -2.662], [3.567, 0.118, 1.808], [2.017, 1.748, -2.022], [-0.128, 2.501, -0.900], [0.289, 3.016, -3.265], [-1.260, -3.516, 0.938], [-2.481, -0.681, 2.090], [0.794, -3.487, 1.204], [0.168, 0.455, -3.682], [-2.523, 0.407, 2.044], [-1.411, 2.707, -4.196], [0.508, -1.278, 3.400], [2.428, 1.435, -2.989], [0.795, 2.699, -4.183], [-2.314, -0.518, 0.059], [0.020, 0.226, 3.068], [-1.853, -0.612, 4.142], [-2.266, -2.567, -0.695], [0.292, 3.483, -0.695], [0.746, 3.948, -2.938], [-3.288, -2.804, 0.732], [0.338, -3.268, -0.338], [-1.441, -4.503, 0.511], [4.606, -0.188, 1.832], [3.431, 1.124, 1.427], [-1.237, 0.810, -2.683], [3.540, 2.956, -1.753], [-1.603, -2.172, 3.389], [2.212, 0.950, -1.301], [-1.197, 2.620, -1.058], [-1.342, -3.616, 2.018], [-3.489, -1.063, 2.263]], "lowdin_spin": [-0.04, -0.03, 3.05, 0.00, 0.00, 0.00, 0.00, 0.00, 0.00, -0.02, 0.00, 0.00, 0.00, 0.01, 0.00, 0.00, 0.01, 0.00, 0.00, 0.00, 0.00, 0.00, 0.00, 0.00, 0.00, 0.00, 0.00, 0.00, 0.00, 0.00, 0.00, 0.00, 0.00, 0.00, 0.00, 0.00, 0.00, 0.00, 0.00, 0.00, 0.00, 0.00, 0.00, 0.00, 0.00], "homo_ev": [-10.7, -11.1], "relative_energy_kcal_mol": 2.1, "spin_multiplicity": 4, "lumo_ev": [-3.0, -2.6], "total_charge": 1}



# 5
{"formula": "C10H25ClIN3OPRh", "method": "wB97M-V/def2-TZVPD", "symbols": ["I", "Rh", "Cl", "P", "O", "N", "N", "N", "C", "C", "C", "C", "C", "C", "C", "C", "C", "C", "H", "H", "H", "H", "H", "H", "H", "H", "H", "H", "H", "H", "H", "H", "H", "H", "H", "H", "H", "H", "H", "H", "H", "H", "H"], "xyz": [[-3.791, 0.453, -1.786], [1.038, -0.417, -0.375], [3.312, 0.462, -0.149], [0.347, 2.018, -0.550], [-1.913, -1.037, 0.567], [0.001, -4.525, -0.559], [0.812, -3.684, 1.550], [0.277, -2.328, -0.373], [1.140, 2.424, -2.154], [0.371, -3.529, 0.247], [0.951, -2.485, 2.385], [0.843, -4.985, 2.367], [0.301, -5.935, -0.325], [-0.892, -0.412, 0.296], [-1.337, 1.076, 1.703], [0.940, 3.317, 0.645], [-0.388, -4.169, -1.918], [-1.232, 2.948, -0.764], [-0.194, -5.035, -2.538], [1.141, 3.523, -2.294], [1.031, -5.822, 1.722], [1.542, -2.810, 3.240], [1.966, 3.092, 0.920], [0.056, -6.360, -1.292], [-2.006, 1.958, 1.893], [-0.062, -2.129, 2.689], [0.873, 4.321, 0.233], [-1.852, 2.782, 0.118], [-1.454, 0.225, 2.389], [2.160, 2.006, -2.159], [1.481, -1.719, 1.746], [1.679, -4.802, 3.045], [-0.691, -2.462, -0.921], [1.381, -6.074, -0.139], [0.299, 3.282, 1.524], [-0.373, 1.449, 2.081], [-0.357, -6.331, 0.443], [-1.446, -3.927, -1.984], [-1.814, 2.577, -1.631], [-1.140, 4.034, -0.904], [-0.078, -5.074, 2.918], [0.210, -3.326, -2.330], [0.509, 1.938, -2.920]], "lowdin_spin": [0.96, 1.37, 0.24, 0.08, 0.28, 0.01, 0.02, 0.27, 0.02, 0.03, 0.01, 0.00, 0.00, 0.07, 0.51, 0.00, 0.00, 0.01, 0.00, 0.00, 0.00, 0.00, 0.00, 0.00, 0.02, 0.00, 0.00, 0.00, 0.02, 0.00, 0.00, 0.00, 0.00, 0.00, 0.00, 0.03, 0.00, 0.00, 0.00, 0.00, 0.00, 0.00, 0.00], "homo_ev": [-15.7, -15.4], "relative_energy_kcal_mol": 7.6, "spin_multiplicity": 5, "lumo_ev": [-8.8, -9.8], "total_charge": 2}



# 6
{"formula": "C10H25ClIN3OPRh", "method": "wB97M-V/def2-TZVPD", "symbols": ["I", "Rh", "Cl", "P", "O", "N", "N", "N", "C", "C", "C", "C", "C", "C", "C", "C", "C", "C", "H", "H", "H", "H", "H", "H", "H", "H", "H", "H", "H", "H", "H", "H", "H", "H", "H", "H", "H", "H", "H", "H", "H", "H", "H"], "xyz": [[-4.574, 0.352, 0.908], [0.342, -1.151, -0.078], [1.645, -2.786, -1.392], [-1.514, -2.238, -1.516], [-1.334, 1.549, 0.069], [0.746, 0.110, 1.240], [2.339, 1.814, 0.540], [1.630, 1.400, 2.799], [3.236, 2.973, 0.771], [2.017, 1.616, -0.865], [0.748, 0.593, 3.655], [-1.569, -3.892, -0.791], [-0.995, 0.505, -0.358], [-2.205, 0.752, -2.194], [-3.356, -1.971, -1.704], [2.677, 2.156, 3.503], [1.656, 1.107, 1.505], [-1.433, -2.489, -3.377], [-3.859, -2.015, -0.726], [-0.264, 1.005, 3.750], [-3.497, -0.969, -2.111], [-2.163, -3.238, -3.700], [-3.127, 0.776, -2.763], [-0.432, -2.788, -3.671], [-3.833, -2.680, -2.384], [2.875, 1.963, -1.431], [4.020, 2.955, 0.001], [-1.686, 1.726, -2.202], [1.128, 2.185, -1.179], [0.602, -0.440, 3.298], [1.858, 0.540, -1.037], [2.690, 3.921, 0.676], [3.672, 1.754, 3.236], [-0.547, -4.264, -0.712], [-1.476, 0.134, -2.778], [3.731, 2.991, 1.729], [-1.715, -1.555, -3.871], [-2.194, -4.564, -1.388], [-2.016, -3.755, 0.196], [2.607, 3.223, 3.317], [-0.078, 0.253, 1.848], [2.480, 1.936, 4.558], [1.165, 0.507, 4.626]], "lowdin_spin": [0.96, 1.33, 0.26, 0.09, 0.17, 0.24, 0.01, 0.02, 0.00, 0.01, 0.00, 0.01, 0.06, 0.61, 0.04, 0.00, 0.03, 0.01, 0.03, 0.00, 0.01, 0.00, 0.03, 0.00, 0.00, 0.00, 0.00, 0.03, 0.00, 0.00, 0.01, 0.00, 0.00, 0.00, 0.04, 0.00, 0.00, 0.00, 0.00, 0.00, 0.01, 0.00, 0.00], "homo_ev": [-15.7, -15.3], "relative_energy_kcal_mol": 0.0, "spin_multiplicity": 5, "lumo_ev": [-9.1, -9.4], "total_charge": 2}



# 7
{"formula": "C10H25N3OP2Tm", "method": "wB97M-V/def2-TZVPD", "symbols": ["Tm", "P", "P", "O", "N", "N", "N", "C", "C", "C", "C", "C", "C", "C", "C", "C", "C", "H", "H", "H", "H", "H", "H", "H", "H", "H", "H", "H", "H", "H", "H", "H", "H", "H", "H", "H", "H", "H", "H", "H", "H", "H"], "xyz": [[-0.210, 0.532, -1.119], [0.739, 0.192, 1.307], [-0.338, -0.416, -3.717], [2.931, -1.192, -1.307], [0.948, 1.076, 3.845], [0.240, -1.249, 3.553], [-1.350, 0.579, 3.132], [-0.463, 1.510, 3.887], [-1.170, -0.810, 3.649], [1.611, 1.272, 2.587], [0.933, -1.355, -4.618], [1.963, -0.553, -1.120], [-1.128, 0.651, 1.707], [1.088, -0.315, 4.325], [-0.471, 1.141, -4.694], [-1.894, -1.273, -4.196], [0.732, -1.453, 2.202], [-1.807, -0.029, 1.176], [0.761, -0.344, 5.379], [0.488, 1.672, -4.629], [1.729, -1.897, 2.227], [-0.563, 2.520, 3.472], [-0.281, -1.354, -0.748], [-1.974, -1.368, -5.287], [-2.089, 0.787, -1.267], [1.054, -2.329, -4.124], [0.781, 2.594, -1.020], [2.139, -0.611, 4.239], [0.774, 2.520, -1.802], [2.677, 1.043, 2.671], [0.102, -2.176, 1.673], [1.882, -0.805, -4.577], [0.645, -1.509, -5.662], [-1.832, -1.480, 3.092], [-1.463, -0.839, 4.715], [-0.703, 0.929, -5.741], [-0.777, 1.551, 4.941], [-1.276, 1.746, -4.252], [-2.741, -0.687, -3.806], [-1.888, -2.277, -3.744], [1.538, 2.326, 2.279], [-1.340, 1.677, 1.375]], "lowdin_spin": [2.02, 0.00, 0.00, 0.00, 0.00, 0.00, 0.00, 0.00, 0.00, 0.00, 0.00, 0.00, 0.00, 0.00, 0.00, 0.00, 0.00, 0.00, 0.00, 0.00, 0.00, 0.00, 0.00, 0.00, 0.00, 0.00, 0.00, 0.00, 0.00, 0.00, 0.00, 0.00, 0.00, 0.00, 0.00, 0.00, 0.00, 0.00, 0.00, 0.00, 0.00, 0.00], "homo_ev": [-11.4, -11.4], "spin_multiplicity": 3, "lumo_ev": [-3.9, -3.9], "total_charge": 1}



# 8
{"formula": "C10H25N7O12", "method": "wB97M-V/def2-TZVPD", "symbols": ["O", "O", "O", "O", "O", "O", "O", "O", "O", "O", "O", "O", "N", "N", "N", "N", "N", "N", "N", "C", "C", "C", "C", "C", "C", "C", "C", "C", "C", "H", "H", "H", "H", "H", "H", "H", "H", "H", "H", "H", "H", "H", "H", "H", "H", "H", "H", "H", "H", "H", "H", "H", "H", "H"], "xyz": [[3.913, 0.469, -1.008], [1.279, -3.868, 0.029], [-1.121, -4.411, -2.414], [-2.483, 2.839, 1.113], [5.270, -1.047, -1.736], [1.982, 4.147, -1.599], [-0.443, -1.043, 1.486], [2.667, -2.288, 0.411], [-3.092, 2.836, -0.941], [-0.325, 0.689, 0.107], [0.614, -3.583, -3.261], [1.382, 2.171, -2.322], [4.167, -0.517, -1.652], [2.158, 3.124, -2.205], [1.896, -3.131, 0.778], [-0.019, 0.037, 1.134], [-0.366, -3.471, -2.562], [-1.702, 0.414, 3.903], [-2.311, 3.074, -0.063], [-1.073, 3.848, -0.536], [-0.601, -2.187, -1.758], [-4.662, -0.565, 2.180], [1.789, -3.345, 2.238], [-2.846, 0.427, 3.681], [1.036, 0.597, 1.943], [3.057, -1.120, -2.484], [-3.636, -0.483, 1.012], [-4.290, 0.538, 3.321], [3.510, 3.066, -2.885], [1.281, -4.242, 2.460], [0.995, 0.111, 2.922], [-4.452, 1.557, 2.945], [-3.659, 0.574, 0.736], [1.234, -2.495, 2.601], [4.175, 3.428, -2.145], [-5.707, -0.264, 1.885], [0.890, 1.686, 2.058], [3.706, 2.122, -3.368], [-0.289, 3.178, -0.794], [-0.463, -1.405, -2.506], [-1.413, 4.488, -1.383], [-2.708, -0.856, 1.490], [3.433, 3.763, -3.701], [-1.575, -2.195, -1.351], [0.196, -2.110, -1.054], [3.094, -0.865, -3.507], [-3.975, -1.162, 0.258], [-0.787, 4.519, 0.271], [-4.715, -1.530, 2.643], [2.146, -0.769, -2.070], [-5.005, 0.390, 4.121], [3.152, -2.195, -2.402], [2.781, -3.342, 2.610], [1.916, 0.401, 1.375]], "lowdin_charge": [0.05, 0.08, 0.06, 0.04, 0.06, 0.07, 0.03, 0.07, 0.07, 0.04, 0.05, 0.05, -0.43, -0.42, -0.43, -0.40, -0.43, 0.15, -0.44, 0.05, 0.06, -0.22, 0.07, -0.21, 0.03, 0.05, -0.09, -0.15, 0.06, 0.09, 0.09, 0.11, 0.06, 0.08, 0.09, 0.11, 0.12, 0.08, 0.03, 0.10, 0.11, 0.05, 0.09, 0.08, 0.04, 0.09, 0.06, 0.09, 0.09, 0.06, 0.10, 0.09, 0.09, 0.09], "homo_ev": -10.6, "relative_energy_kcal_mol": 0.0, "smiles": "C[N+](=O)[O-].C[N+](=O)[O-].C[N+](=O)[O-].C[N+](=O)[O-].C[N+](=O)[O-].C[N+](=O)[O-].CCCC#N", "lumo_ev": -0.2}



Values of max |F|, in order: 2.47 6.82 4.96 0.23 6.92 5.20 6.02 2.68, all in eV/A.